--- i ---
Computed, not measured: 2 unconnected molecules or ions with the total composition C4H9N2O, with ωB97M-V with the def2-TZVPD basis set.

ORCA input file:
```
! RIJCOSX wB97M-V def2-TZVPD def2/J DEFGRID3
* xyz 1 1
O -1.38784 0.27961 0.26475
N -0.24043 -1.97762 -1.44052
N 1.16299 -0.12958 -1.32814
C 0.16367 -0.83047 -1.10713
C -1.51972 0.11862 1.51069
C 1.30717 1.26454 -0.90776
C -1.69124 -1.06012 2.21301
H 1.78005 -0.18153 -2.20587
H -1.59196 1.00196 2.20237
H 0.80729 1.51562 0.06705
H 2.29544 1.66721 -0.94664
H -1.64484 -1.94649 1.64243
H 0.69410 1.98459 -1.58450
H -1.81666 -1.09973 3.22506
H 0.05916 -2.48153 -2.34480
H -1.02656 -2.26539 -0.97718
*
```

Calculated values
lowest unoccupied orbital energy (alpha / beta)	-5.34 / -5.73	eV
gap between HOMO and LUMO (alpha / beta)	8.690 / 7.952	eV
E_HOMO (alpha / beta)	-14.0 / -13.7	eV



--- ii ---
Computed, not measured: a gas-phase ion, C4H9N2O (charge +1), with ωB97M-V with the def2-TZVPD basis set.

ORCA input file:
```
! RIJCOSX wB97M-V def2-TZVPD def2/J DEFGRID3
* xyz 1 1
O -0.05293 -0.96148 -0.78895
N 1.03333 0.89909 0.01423
N 2.32596 -1.08057 -0.38261
C -1.73792 -0.50622 0.88287
C -0.34225 1.31518 -0.24632
C 1.26954 -0.32872 -0.33531
C -1.06912 -0.03938 -0.40539
H 3.24794 -0.73494 -0.15596
H -0.36586 1.90873 -1.16746
H -2.56169 0.16115 1.12385
H 2.22403 -2.04216 -0.68258
H -2.12915 -1.50887 0.74557
H -0.74724 1.89914 0.57883
H -1.79772 -0.01777 -1.21769
H 1.72984 1.56075 0.32748
H -1.02678 -0.52393 1.70942
*
```

Calculated values
lowest unoccupied orbital energy	-3.26	eV
gap between HOMO and LUMO	11.828	eV
E_HOMO	-15.1	eV



--- iii ---
Computed, not measured: a gas-phase ion, C4H9N2O (charge +1), with ωB97M-V with the def2-TZVPD basis set.

ORCA input file:
```
! RIJCOSX wB97M-V def2-TZVPD def2/J DEFGRID3
* xyz 1 1
O -2.63984 0.80307 0.56594
N -1.26931 -0.91979 0.92848
N 0.52944 0.50922 -0.12083
C 0.99605 0.85787 -1.46996
C -0.12779 -1.30788 1.10183
C 1.03670 -0.67056 0.51721
C -1.83046 -0.07169 0.09713
H -0.01768 -2.18349 1.75133
H 1.87223 -0.55120 1.25822
H 1.16050 -0.02233 -2.05403
H 0.74213 1.33554 0.46746
H 0.16151 1.40517 -1.84626
H 1.89795 1.55289 -1.52715
H -2.48138 0.82441 1.47727
H 1.51254 -1.33662 -0.21695
H -1.54259 -0.22461 -0.92968
*
```

Calculated values
lowest unoccupied orbital energy	-4.90	eV
gap between HOMO and LUMO	9.346	eV
E_HOMO	-14.2	eV



Most stable: ii (next structure +55.5 kcal/mol)



--- i ---
Computed, not measured: a molecular structure, C4H9N2O, with ωB97M-V with the def2-TZVPD basis set.

ORCA input file:
```
! RIJCOSX wB97M-V def2-TZVPD def2/J DEFGRID3
* xyz 1 1
O -1.39500 0.37225 0.52512
N -1.50086 -0.33063 -0.54611
N 0.17572 1.04662 0.20390
C -0.06623 -2.07051 0.12954
C 0.63408 2.20160 0.87021
C 0.62583 0.14788 -0.63179
C -0.25873 -0.98979 -0.90407
H 0.89496 -2.67788 -0.07990
H -0.18682 -1.57925 1.13558
H 0.49960 1.94065 1.91151
H 1.71312 0.16824 -1.04718
H 0.14426 3.19567 0.80084
H 1.66567 2.31673 0.88650
H -1.86043 0.22481 -1.37215
H -0.17819 -1.25230 -1.95631
H -0.90699 -2.71408 0.07431
*
```

Calculated values
lowest unoccupied orbital energy (alpha / beta)	-4.90 / -4.90	eV
gap between HOMO and LUMO (alpha / beta)	10.095 / 10.095	eV
E_HOMO (alpha / beta)	-15.0 / -15.0	eV



--- ii ---
Computed, not measured: 2 unconnected molecules or ions with the total composition C4H9N2O, with ωB97M-V with the def2-TZVPD basis set.

ORCA input file:
```
! RIJCOSX wB97M-V def2-TZVPD def2/J DEFGRID3
* xyz 1 1
O 0.29491 -3.46435 0.14494
N -0.34528 0.03512 0.65942
N -1.47424 0.23065 -1.14436
C 1.25016 1.93860 0.65091
C -0.54142 1.22903 -1.15669
C 0.11484 1.19586 0.02765
C -1.37672 -0.48123 -0.02942
H 2.28432 1.66501 0.43711
H 0.55437 -4.36363 0.34511
H -0.38423 1.91246 -1.97259
H 1.13184 -3.02663 0.04656
H 1.16548 3.00677 0.47012
H -2.04883 -1.21813 0.37271
H 0.27171 -0.36752 1.34615
H 1.17519 1.74826 1.72685
H -2.07208 -0.04026 -1.92448
*
```

Calculated values
lowest unoccupied orbital energy	-3.38	eV
gap between HOMO and LUMO	10.828	eV
E_HOMO	-14.2	eV



Most stable: ii (next structure +123.8 kcal/mol)



--- i ---
Computed, not measured: a gas-phase ion, C7H10N (charge +1), with ωB97M-V with the def2-TZVPD basis set.

ORCA input file:
```
! RIJCOSX wB97M-V def2-TZVPD def2/J DEFGRID3
* xyz 1 1
N -0.25683 0.82841 0.22495
C 0.07970 3.39731 -0.33469
C -0.06307 -0.59329 -0.35262
C 0.41062 -1.57080 0.71199
C -1.41978 0.09762 -0.27591
C 0.13688 1.56461 1.38757
C 0.65749 -0.76614 -1.64535
C 0.01327 2.22089 0.05787
H -1.96804 0.34380 -1.11016
H 0.99747 1.04999 1.77352
H 1.47094 -1.66791 0.79464
H 1.81718 -0.77922 -1.53684
H -0.74181 1.82220 2.15925
H 0.43152 -1.74984 -1.98578
H -0.01647 -2.47658 0.39855
H -2.07694 -0.43103 0.45950
H 0.12986 -1.33866 1.68077
H 0.39801 0.04864 -2.40724
*
```

Calculated values
lowest unoccupied orbital energy	-5.66	eV
gap between HOMO and LUMO	9.780	eV
E_HOMO	-15.4	eV



--- ii ---
Computed, not measured: a molecular structure, C7H10N, with ωB97M-V with the def2-TZVPD basis set.

ORCA input file:
```
! RIJCOSX wB97M-V def2-TZVPD def2/J DEFGRID3
* xyz 1 1
N -1.39582 -0.97138 0.62822
C 1.41172 0.30273 0.11069
C 0.18221 0.24109 -0.63695
C -2.16668 -0.00710 -0.25570
C -0.12695 -1.14196 -0.11264
C 1.18254 -0.91913 0.65497
C 2.55866 1.14670 -0.08242
C -1.27913 1.00789 -0.85444
H -2.72494 -0.52231 -1.15915
H -1.52890 1.93578 -1.37470
H -1.77321 -1.87279 0.86675
H 2.39781 2.10533 -0.70380
H -0.05860 -1.98577 -0.74015
H 1.56151 -1.49256 1.37584
H 3.24652 0.58725 -0.53478
H -1.35677 -0.48152 1.55993
H 2.95212 1.47275 0.96989
H -3.08209 0.59500 0.28843
*
```

Calculated values
lowest unoccupied orbital energy (alpha / beta)	-4.16 / -4.12	eV
gap between HOMO and LUMO (alpha / beta)	8.289 / 8.021	eV
E_HOMO (alpha / beta)	-12.4 / -12.1	eV



--- iii ---
Computed, not measured: 2 unconnected molecules or ions with the total composition C7H10N, with ωB97M-V with the def2-TZVPD basis set.

ORCA input file:
```
! RIJCOSX wB97M-V def2-TZVPD def2/J DEFGRID3
* xyz 1 1
N -1.93760 -0.36373 0.82305
C -0.41990 -1.69628 -1.22044
C 0.50707 -1.47137 -0.25912
C 1.39450 0.63809 0.38150
C -0.20516 2.06784 -0.86377
C 1.57978 -0.94941 0.50448
C 0.13510 0.84726 -0.45985
C -0.43479 -0.42565 -0.66079
H -2.71296 -0.57132 0.15892
H 2.24406 1.15589 -0.18825
H 0.44701 2.80013 -0.63507
H 1.36466 0.94706 1.41402
H 1.57683 -1.33613 1.48414
H -1.16097 2.26989 -1.45441
H 2.62657 -1.22098 0.18729
H -2.01111 0.58788 1.08835
H -1.09995 -2.27032 -1.88788
H -1.89314 -1.00884 1.58783
*
```

Calculated values
lowest unoccupied orbital energy	-3.99	eV
gap between HOMO and LUMO	10.061	eV
E_HOMO	-14.1	eV



--- iv ---
Computed, not measured: a gas-phase ion, C7H10N (charge +1), with ωB97M-V with the def2-TZVPD basis set.

ORCA input file:
```
! RIJCOSX wB97M-V def2-TZVPD def2/J DEFGRID3
* xyz 1 1
N 0.70733 0.71320 0.04437
C 0.06012 0.75043 -2.15805
C -2.02641 -0.56212 -1.67006
C 1.43835 0.97870 1.23084
C 0.86085 1.34225 -1.17217
C -0.55621 -1.11847 1.08968
C -0.14048 -0.26186 -0.01897
C -0.72275 -0.26835 -1.37094
H -2.58455 -1.00233 -0.95972
H 1.69794 1.98898 -1.11839
H 2.03437 0.05202 1.59309
H 0.76913 1.04334 2.17415
H -1.54181 -1.50526 0.93677
H 1.99158 1.87296 1.22447
H -0.22953 0.82582 -3.15481
H -2.44789 -0.40315 -2.71841
H 0.14277 -1.88376 1.25785
H -0.59000 -0.61932 2.05390
*
```

Calculated values
lowest unoccupied orbital energy	-5.40	eV
gap between HOMO and LUMO	8.372	eV
E_HOMO	-13.8	eV



Most stable: iv (next structure +67.0 kcal/mol)